# 1
DFT (ωB97M-V/def2-TZVPD) results for 2 unconnected molecules or ions with the total composition C2H5FSi.

Computed properties:
* HOMO-LUMO gap: 9.984 eV
* relative energy (zero: lowest compared OMol25 entry of this formula, charge and spin): 5.7378 eV
* charge: 0

```
9
Properties=species:S:1:pos:R:3:forces:R:3
C -0.71414 -1.12385 0.60962 0.1 -1.9 -3.9
C 0.14956 -0.16663 0.88000 -1.3 1.0 -2.6
F -1.07845 -2.19409 1.29124 -0.1 0.8 0.2
Si 0.58539 1.05638 -0.53719 -0.4 0.3 0.9
H -1.15228 -1.53626 -1.22514 0.9 1.0 3.8
H 0.31436 0.13199 1.84432 0.7 0.1 2.7
H -0.10676 0.29651 -1.48501 -0.4 -0.7 -1.8
H 2.04863 1.08322 -0.67511 0.1 0.2 0.0
H -0.04631 2.45273 -0.70273 0.6 -0.8 0.7
```
Positions in Å, forces in eV/Å.

=====

# 2
DFT (ωB97M-V/def2-TZVPD) results for a molecular structure, C2H5INOZn.

Computed properties:
* HOMO-LUMO gap: 6.994 eV
* relative energy (zero: lowest compared OMol25 entry of this formula, charge and spin): 0.0000 eV
* charge: +1

```
11
Properties=species:S:1:pos:R:3:forces:R:3
Zn 9.76579 14.34967 1.75960 -0.9 2.2 -0.1
I 9.75438 16.97492 1.92097 0.4 -1.6 0.0
O 7.94346 13.95802 1.27641 0.1 -0.8 0.1
C 6.80358 14.09637 0.75465 -0.1 0.1 -0.3
N 6.43018 15.28941 0.32798 0.6 0.4 0.6
C 5.86853 12.94878 0.53994 0.3 0.0 0.1
H 5.51852 15.52701 -0.02527 -0.1 -0.3 0.0
H 7.05652 16.05195 0.56353 -0.1 0.1 -0.2
H 6.35752 12.00433 0.75462 0.1 0.0 -0.1
H 5.55119 12.99060 -0.50114 -0.2 -0.2 0.1
H 5.00683 13.02704 1.20288 -0.1 0.2 -0.1
```
Positions in Å, forces in eV/Å.

=====

# 3
DFT (ωB97M-V/def2-TZVPD) results for a molecular structure, C2H5IO.

Computed properties:
* HOMO-LUMO gap (spin up / spin down): 7.265 / 7.266 eV
* relative energy (zero: lowest compared OMol25 entry of this formula, charge and spin): 1.2933 eV
* charge: 0

```
9
Properties=species:S:1:pos:R:3:forces:R:3
C 0.05644 0.54198 0.04855 0.9 0.9 0.9
C 0.59810 -0.73328 -0.55579 1.2 0.0 0.4
O 0.38923 -1.91063 0.08144 -0.5 1.3 -0.4
I 3.24397 0.26711 0.09426 -0.8 -0.7 -0.4
H 0.56088 0.57608 1.05097 -0.4 0.4 -0.9
H 0.23140 1.54367 -0.46628 0.3 -1.8 0.3
H -0.98658 0.53980 0.30427 -0.9 -0.6 -0.3
H 0.95264 -0.81930 -1.63459 -0.7 -0.1 1.8
H -0.13122 -1.88845 0.94208 1.1 0.7 -1.4
```
Positions in Å, forces in eV/Å.

=====

# 4
DFT (ωB97M-V/def2-TZVPD) results for 2 unconnected molecules or ions with the total composition C2H5IO.

Computed properties:
* HOMO-LUMO gap (spin up / spin down): 9.436 / 7.450 eV
* relative energy (zero: lowest compared OMol25 entry of this formula, charge and spin): 4.2575 eV
* charge: 0

```
9
Properties=species:S:1:pos:R:3:forces:R:3
C -0.13544 1.12276 -0.39401 -0.7 -3.4 -1.2
C -0.07084 -0.38524 0.02314 0.1 0.1 0.8
O 0.80018 -1.19514 -0.69007 -1.3 1.8 0.5
I -1.93092 -1.31700 0.61731 0.5 0.2 -0.3
H -1.02983 1.30850 -1.09432 1.6 -0.2 0.9
H -0.19694 1.66602 0.51724 0.1 0.8 0.4
H 0.84250 1.06868 -0.87217 0.0 1.5 -0.3
H 0.92796 -0.23708 2.12694 -0.4 0.0 -1.0
H 0.79334 -2.03150 -0.23407 0.1 -0.7 0.1
```
Positions in Å, forces in eV/Å.

=====

# 5
DFT (ωB97M-V/def2-TZVPD) results for a molecular structure, C2H5IO2P.

Computed properties:
* HOMO-LUMO gap (spin up / spin down): 7.177 / 7.177 eV
* relative energy (zero: lowest compared OMol25 entry of this formula, charge and spin): 2.2869 eV
* charge: -1

```
11
Properties=species:S:1:pos:R:3:forces:R:3
C 0.45727 -1.20539 0.80071 2.0 -0.5 1.9
C -1.07767 0.52546 -0.19332 -0.9 4.4 -1.1
O 1.42161 1.29131 0.30803 -0.6 -0.7 -0.5
O 1.02253 -0.41111 -1.70768 -0.3 0.4 0.6
P 0.65830 0.19703 -0.38792 1.5 -0.8 0.4
I -0.77032 2.57010 -2.16612 -0.6 -1.1 0.9
H -0.11339 -1.03193 1.75183 -0.2 -0.1 -1.1
H 0.22492 -2.13433 0.25679 -0.2 0.3 0.5
H 1.49875 -1.29727 1.29205 -1.2 -0.1 -1.1
H -1.29622 1.44605 0.39584 0.5 -0.9 0.2
H -2.02578 0.05007 -0.35020 0.0 -1.0 -0.6
```
Positions in Å, forces in eV/Å.

=====

# 6
DFT (ωB97M-V/def2-TZVPD) results for 3 unconnected molecules or ions with the total composition C2H5IO2S.

Computed properties:
* HOMO-LUMO gap: 9.167 eV
* relative energy (zero: lowest compared OMol25 entry of this formula, charge and spin): 0.1909 eV
* charge: 0

```
11
Properties=species:S:1:pos:R:3:forces:R:3
C 1.87912 0.67031 0.45376 -0.2 -0.4 0.0
C 1.81325 0.52067 -0.86386 0.6 0.4 0.0
O -1.47355 -1.07549 1.11254 0.8 -0.7 -2.0
O -0.57995 -2.44319 -0.81114 0.0 -0.5 0.3
S -1.09214 -1.22098 -0.29348 -0.7 1.0 1.8
I -4.27603 0.49101 -0.16576 -0.7 -0.1 -2.0
H 2.83629 0.84537 0.88683 0.7 0.2 0.2
H -3.90106 0.64665 1.30328 0.5 0.2 1.9
H 1.11845 0.56135 1.22048 -0.4 0.0 -0.5
H 0.90529 0.33167 -1.43820 0.3 0.1 0.2
H 2.77033 0.67264 -1.40446 -0.9 -0.3 0.1
```
Positions in Å, forces in eV/Å.